{
  "formula": "C47H53BrFN4O13S2",
  "method": "ωB97M-V/def2-TZVPD",
  "symbols": ["C", "C", "S", "C", "N", "C", "N", "C", "O", "C", "O", "C", "C", "C", "C", "C", "C", "C", "C", "C", "C", "C", "O", "C", "C", "C", "N", "N", "C", "Br", "C", "C", "S", "O", "O", "F", "H", "H", "H", "H", "H", "H", "H", "H", "H", "H", "H", "H", "H", "H", "H", "H", "H", "H", "H", "H", "H", "H", "H", "H", "H", "H", "H", "H", "H", "H", "H", "H", "H", "H", "H", "H", "H", "C", "C", "C", "O", "C", "C", "C", "O", "H", "H", "H", "H", "C", "C", "C", "O", "C", "C", "C", "O", "H", "H", "H", "H", "C", "C", "C", "O", "C", "C", "C", "O", "H", "H", "H", "H", "C", "C", "C", "O", "C", "C", "C", "O", "H", "H", "H", "H"],
  "positions_angstrom": [[3.291, -0.498, 2.830], [4.120, 0.358, 1.656], [3.197, 1.975, 1.455], [3.791, 2.925, -0.077], [3.293, 2.213, -1.312], [1.973, 2.339, -1.656], [1.338, 1.599, -2.854], [-0.209, 1.655, -2.857], [-0.476, 0.213, -3.180], [-1.846, -0.169, -2.842], [-2.965, 0.528, -3.030], [-2.045, -1.698, -2.194], [-0.834, -2.835, -2.209], [-1.199, -4.334, -1.573], [-2.687, -4.728, -0.961], [-3.863, -3.576, -0.931], [-3.502, -2.100, -1.558], [-0.478, 2.704, -4.064], [-1.377, 2.099, -5.338], [-1.134, 4.144, -3.693], [-1.889, 4.908, -4.977], [-0.381, 2.085, -1.263], [0.064, 1.023, -0.295], [-1.860, 2.441, -0.668], [-2.520, 1.340, 0.348], [-2.142, 1.604, 1.956], [-3.148, 2.635, 2.492], [0.782, 3.023, -1.100], [0.657, 4.448, -0.822], [0.763, 4.680, 1.204], [1.696, 5.496, -1.522], [2.321, 6.630, -0.462], [4.492, 1.248, -2.188], [5.591, 0.644, -1.229], [5.280, 2.260, -3.100], [3.833, -0.084, -3.039], [2.295, -0.895, 2.324], [2.959, 0.243, 3.681], [3.922, -1.387, 3.262], [5.205, 0.540, 2.119], [4.130, -0.335, 0.713], [3.520, 4.058, -0.001], [4.983, 2.873, -0.021], [1.436, 0.609, -2.475], [0.249, -2.608, -2.652], [-0.398, -5.217, -1.572], [-2.945, -5.794, -0.547], [-4.943, -3.795, -0.518], [-4.357, -1.296, -1.566], [0.573, 2.954, -4.577], [-1.190, 0.964, -5.544], [-1.087, 2.644, -6.362], [-2.542, 2.199, -5.101], [-0.228, 4.875, -3.431], [-1.920, 4.165, -2.835], [-2.994, 4.492, -5.133], [-1.225, 4.831, -5.938], [-1.946, 6.046, -4.661], [-0.212, 0.118, -0.607], [-2.687, 2.626, -1.510], [-1.834, 3.469, -0.060], [-2.385, 0.217, 0.028], [-3.699, 1.530, 0.304], [-1.026, 1.930, 2.106], [-2.376, 0.571, 2.499], [-3.901, 2.103, 3.021], [-2.614, 3.227, 3.181], [-0.441, 4.835, -1.088], [1.171, 6.158, -2.366], [2.633, 5.016, -2.037], [2.926, 7.381, -1.166], [1.488, 7.283, 0.047], [3.112, 6.181, 0.274], [5.485, -4.558, 5.669], [6.484, -4.744, 6.537], [7.216, -3.602, 7.119], [8.131, -3.772, 7.913], [6.800, -2.247, 6.706], [5.802, -2.061, 5.837], [5.070, -3.203, 5.255], [4.154, -3.033, 4.462], [4.938, -5.385, 5.232], [6.799, -5.732, 6.851], [7.347, -1.420, 7.143], [5.486, -1.073, 5.523], [-2.478, -9.969, -3.648], [-1.839, -9.304, -2.681], [-1.562, -7.859, -2.800], [-0.975, -7.249, -1.916], [-2.020, -7.178, -4.028], [-2.659, -7.843, -4.994], [-2.936, -9.288, -4.875], [-3.522, -9.898, -5.759], [-2.689, -11.029, -3.577], [-1.498, -9.789, -1.774], [-1.809, -6.118, -4.099], [-3.000, -7.358, -5.901], [2.905, 2.725, 8.157], [3.988, 2.243, 7.539], [4.402, 0.835, 7.704], [5.394, 0.394, 7.141], [3.572, -0.019, 8.577], [2.489, 0.463, 9.195], [2.075, 1.870, 9.029], [1.083, 2.312, 9.593], [2.588, 3.755, 8.047], [4.607, 2.857, 6.895], [3.889, -1.049, 8.687], [1.870, -0.151, 9.838], [-6.690, 1.098, -4.438], [-6.192, 0.367, -3.436], [-7.064, -0.162, -2.368], [-6.609, -0.830, -1.449], [-8.505, 0.147, -2.451], [-9.002, 0.878, -3.454], [-8.131, 1.407, -4.521], [-8.585, 2.075, -5.440], [-6.064, 1.495, -5.229], [-5.138, 0.131, -3.361], [-9.130, -0.250, -1.661], [-10.057, 1.114, -3.529]],
  "lowdin_charge": [-0.169, -0.515, 0.791, -0.405, -0.148, -0.088, 0.118, -0.226, -0.031, -0.232, -0.017, -0.067, 0.001, -0.044, -0.029, -0.023, 0.008, -0.210, -0.084, -0.205, -0.125, -0.262, -0.048, -0.096, -0.172, -0.253, -0.059, -0.008, -0.568, 0.681, -0.234, -0.195, 0.968, -0.292, -0.281, -0.190, 0.090, 0.076, 0.059, 0.104, 0.078, 0.083, 0.135, 0.135, 0.097, 0.084, 0.096, 0.101, 0.072, 0.161, 0.086, 0.102, 0.094, 0.092, 0.103, 0.095, 0.081, 0.089, 0.112, 0.123, 0.120, 0.096, 0.133, 0.104, 0.121, 0.084, 0.068, 0.125, 0.124, 0.114, 0.100, 0.082, 0.059, 0.023, 0.027, -0.376, 0.111, 0.028, 0.009, -0.368, 0.065, 0.122, 0.125, 0.123, 0.099, 0.029, 0.025, -0.373, 0.049, 0.023, 0.029, -0.378, 0.114, 0.127, 0.124, 0.115, 0.126, 0.026, 0.024, -0.363, 0.070, 0.030, 0.029, -0.380, 0.110, 0.124, 0.122, 0.124, 0.127, 0.030, 0.024, -0.371, 0.076, 0.024, 0.028, -0.380, 0.109, 0.122, 0.083, 0.124, 0.126],
  "total_charge": 1,
  "energy_ha": -6488.99938,
  "fmax_ev_per_a": 9.99,
  "homo_energy_ev": -10.88
}

=====

{
  "formula": "C43H64N2O34S",
  "method": "ωB97M-V/def2-TZVPD",
  "symbols": ["C", "C", "O", "C", "O", "O", "H", "H", "H", "H", "C", "C", "O", "C", "O", "O", "H", "H", "H", "H", "C", "C", "O", "C", "O", "O", "H", "H", "H", "H", "C", "C", "O", "C", "O", "O", "H", "H", "H", "H", "C", "C", "O", "C", "O", "O", "H", "H", "H", "H", "C", "C", "O", "C", "O", "O", "H", "H", "H", "H", "C", "C", "O", "C", "O", "O", "H", "H", "H", "H", "C", "C", "O", "C", "O", "O", "H", "H", "H", "H", "C", "C", "O", "C", "O", "O", "H", "H", "H", "H", "C", "C", "O", "C", "O", "O", "H", "H", "H", "H", "C", "C", "O", "C", "O", "O", "H", "H", "H", "H", "C", "C", "C", "C", "N", "H", "H", "H", "H", "H", "H", "H", "C", "C", "C", "C", "N", "H", "H", "H", "H", "H", "H", "H", "C", "S", "O", "C", "H", "H", "H", "H", "H", "H"],
  "positions_angstrom": [[-22.133, 5.231, 30.487], [-23.016, 5.858, 31.566], [-24.139, 6.198, 30.889], [-24.034, 6.046, 29.544], [-24.807, 6.501, 28.732], [-22.930, 5.389, 29.326], [-21.949, 4.198, 30.783], [-21.172, 5.736, 30.391], [-22.559, 6.730, 32.035], [-23.120, 5.121, 32.362], [-25.950, 0.345, 25.525], [-27.273, 1.114, 25.490], [-27.628, 1.259, 26.873], [-27.010, 0.324, 27.585], [-27.340, 0.021, 28.706], [-25.998, -0.258, 26.771], [-25.101, 1.028, 25.502], [-25.877, -0.371, 24.705], [-28.011, 0.482, 24.995], [-27.102, 2.054, 24.966], [-26.988, 8.015, 22.947], [-28.416, 8.422, 22.739], [-29.171, 7.384, 23.429], [-28.285, 6.545, 24.036], [-28.612, 5.590, 24.707], [-27.029, 6.940, 23.816], [-26.398, 8.777, 23.457], [-26.509, 7.638, 22.043], [-28.551, 8.418, 21.657], [-28.586, 9.447, 23.068], [-28.675, 3.424, 29.993], [-27.908, 2.680, 28.891], [-28.044, 3.487, 27.774], [-28.965, 4.457, 27.987], [-29.376, 5.234, 27.116], [-29.377, 4.390, 29.217], [-27.928, 3.847, 30.664], [-29.366, 2.658, 30.347], [-28.132, 1.626, 28.726], [-26.835, 2.672, 29.081], [-29.678, 6.359, 29.729], [-31.106, 6.385, 29.350], [-31.355, 7.677, 29.023], [-30.454, 8.429, 29.659], [-30.602, 9.619, 29.856], [-29.386, 7.705, 29.902], [-29.063, 5.905, 28.952], [-29.583, 5.703, 30.594], [-31.768, 6.089, 30.164], [-31.237, 5.798, 28.441], [-29.517, 8.810, 26.407], [-28.918, 7.480, 26.873], [-30.100, 6.727, 27.124], [-31.213, 7.316, 26.596], [-32.391, 6.942, 26.659], [-30.868, 8.380, 25.993], [-28.972, 9.265, 25.580], [-29.518, 9.493, 27.256], [-28.395, 7.757, 27.789], [-28.189, 7.083, 26.167], [-29.231, 2.518, 25.806], [-29.533, 3.975, 25.360], [-29.916, 3.730, 24.044], [-30.453, 2.587, 23.885], [-31.186, 2.168, 22.974], [-29.992, 1.801, 24.823], [-29.596, 2.455, 26.832], [-28.159, 2.326, 25.773], [-28.655, 4.615, 25.447], [-30.345, 4.402, 25.949], [-23.242, 7.425, 24.162], [-24.819, 7.346, 24.079], [-25.079, 6.172, 24.789], [-24.148, 5.932, 25.647], [-24.238, 4.986, 26.444], [-23.040, 6.641, 25.362], [-22.909, 8.463, 24.152], [-22.579, 6.960, 23.433], [-24.985, 7.344, 23.002], [-25.263, 8.182, 24.619], [-27.458, 6.822, 31.115], [-26.366, 7.288, 32.062], [-27.024, 7.175, 33.326], [-28.301, 7.361, 33.114], [-29.107, 7.531, 33.981], [-28.606, 7.215, 31.809], [-27.378, 5.797, 30.751], [-27.285, 7.476, 30.261], [-25.940, 8.276, 31.886], [-25.570, 6.547, 31.987], [-25.100, 2.684, 28.224], [-23.901, 3.632, 28.244], [-22.924, 2.922, 27.528], [-23.558, 1.879, 26.825], [-23.061, 1.276, 25.860], [-24.809, 1.642, 27.314], [-25.965, 3.279, 27.931], [-25.281, 2.212, 29.190], [-23.589, 3.800, 29.274], [-24.220, 4.589, 27.831], [-25.583, 8.312, 29.015], [-24.141, 8.819, 28.874], [-24.170, 9.971, 29.675], [-25.384, 10.221, 30.185], [-25.656, 11.196, 30.813], [-26.191, 9.353, 29.692], [-25.695, 7.413, 29.622], [-25.879, 8.037, 28.003], [-23.902, 9.018, 27.830], [-23.375, 8.138, 29.244], [-27.040, 6.588, 28.588], [-26.106, 6.246, 27.339], [-26.975, 5.866, 26.016], [-26.913, 4.384, 25.887], [-26.791, 3.233, 25.732], [-27.858, 5.875, 28.680], [-27.433, 7.605, 28.620], [-26.512, 6.605, 29.541], [-25.285, 5.549, 27.510], [-25.504, 7.104, 27.039], [-26.685, 6.366, 25.092], [-28.038, 6.060, 26.157], [-24.604, 1.814, 22.926], [-24.655, 3.058, 23.890], [-25.900, 3.967, 23.537], [-27.179, 3.197, 23.291], [-28.144, 2.597, 23.149], [-24.307, 2.214, 21.957], [-25.418, 1.089, 22.891], [-23.744, 1.213, 23.220], [-23.791, 3.675, 23.640], [-24.517, 2.703, 24.912], [-25.643, 4.518, 22.633], [-26.141, 4.703, 24.304], [-27.147, 9.742, 25.031], [-27.372, 9.800, 26.886], [-27.145, 8.326, 27.246], [-25.870, 10.683, 27.378], [-27.373, 10.712, 24.589], [-27.933, 9.086, 24.655], [-26.141, 9.367, 24.843], [-24.988, 10.210, 26.946], [-25.751, 10.643, 28.460], [-25.943, 11.715, 27.034]],
  "lowdin_charge": [-0.057, -0.132, 0.047, -0.479, -0.100, 0.023, 0.141, 0.144, 0.145, 0.143, -0.128, -0.197, -0.028, -0.470, 0.142, 0.044, 0.068, 0.143, 0.157, 0.019, -0.175, -0.063, 0.156, -0.383, 0.051, -0.026, 0.078, 0.155, 0.147, 0.129, 0.005, -0.126, -0.010, -0.479, -0.027, -0.013, 0.134, 0.156, 0.110, 0.081, -0.185, -0.105, 0.088, -0.527, 0.156, 0.054, 0.066, 0.155, 0.161, 0.141, -0.113, -0.163, -0.081, -0.555, 0.136, 0.137, 0.046, 0.101, 0.082, 0.084, -0.073, -0.141, 0.066, -0.663, 0.090, 0.084, 0.151, 0.018, -0.005, 0.165, -0.020, -0.092, -0.032, -0.477, 0.062, 0.107, 0.130, 0.137, 0.137, 0.106, -0.162, -0.053, 0.112, -0.568, 0.169, 0.063, 0.130, 0.089, 0.144, 0.113, -0.091, -0.152, 0.105, -0.424, 0.115, 0.028, 0.105, 0.144, 0.124, 0.046, -0.251, -0.062, 0.088, -0.664, 0.197, 0.074, 0.072, 0.060, 0.122, 0.137, -0.062, -0.071, -0.087, -0.067, 0.131, 0.086, 0.079, 0.044, 0.076, 0.119, 0.072, 0.065, -0.074, -0.175, -0.130, -0.114, 0.286, 0.073, 0.072, 0.070, 0.109, 0.059, 0.119, 0.055, -0.175, 1.135, -0.652, -0.156, 0.106, 0.012, 0.040, 0.060, 0.041, 0.087],
  "energy_ha": -4740.90609,
  "fmax_ev_per_a": 15.43,
  "homo_energy_ev": -8.45
}

=====

What is the formula in the first record? C47H53BrFN4O13S2